The following is a quantum chemistry calculation of one molecule with the formula C4H9NO in a non-equilibrium geometry, from OMol25.

The SMILES is CCCC(N)=O. The molar mass comes out at 87.1 g mol⁻¹. The value obtained for the calculated total energy is -7829.68382 eV. Its lowest unoccupied orbital energy is 0.83 eV. Its HOMO-LUMO gap is 10.7 eV. The relative energy (zero: lowest compared OMol25 entry of this formula, charge and spin) is 254.3 kJ/mol.

Each line ends with the Mulliken charge.
CARTESIAN COORDINATES (ANGSTROEM)
1 C -2.34 0.11 -0.23  -0.860
2 C -0.91 0.44 0.58  -0.439
3 C 0.25 -0.37 -0.12  -0.382
4 C 1.59 0.35 -0.01  0.488
5 N 2.68 -0.51 0.17  -0.490
6 O 1.71 1.59 -0.15  -0.601
7 H -2.28 0.45 -1.45  0.256
8 H -2.68 -1.12 -0.12  0.230
9 H -3.10 0.76 0.33  0.305
10 H -0.55 1.67 0.53  0.262
11 H -0.87 0.13 1.82  0.247
12 H 0.41 -1.45 0.29  0.227
13 H 0.04 -0.43 -1.25  0.220
14 H 2.49 -1.47 -0.12  0.252
15 H 3.56 -0.13 -0.27  0.284

The following is a quantum chemistry calculation of one molecule with the formula C4H6OS in a non-equilibrium geometry, from OMol25.

The SMILES is C=CC(=S)OC. The molar mass comes out at 102.2 g mol⁻¹. The value obtained for the calculated total energy is -17126.73796 eV. Its lowest unoccupied orbital energy is -0.21 eV. Its HOMO-LUMO gap is 8.6 eV. The relative energy (zero: lowest compared OMol25 entry of this formula, charge and spin) is 134.3 kJ/mol.

Each line ends with the Mulliken charge.
CARTESIAN COORDINATES (ANGSTROEM)
1 C -2.22 -0.15 -0.02  -0.669
2 C -1.19 -1.00 0.04  -0.228
3 C 0.22 -0.64 0.01  0.516
4 S 1.37 -1.83 -0.02  -0.283
5 O 0.44 0.66 -0.02  -0.308
6 C 1.81 1.09 0.02  -0.753
7 H -3.22 -0.56 -0.06  0.269
8 H -2.21 0.95 -0.06  0.260
9 H -1.35 -2.10 0.10  0.278
10 H 1.75 2.16 -0.17  0.215
11 H 2.34 0.55 -0.77  0.359
12 H 2.26 0.86 0.96  0.345

The following is a quantum chemistry calculation of one molecule with the formula C3H6N2O in a non-equilibrium geometry, from OMol25.

The SMILES is N#C[C@H](O)CN. The molar mass comes out at 86.1 g mol⁻¹. The value obtained for the calculated total energy is -8235.20919 eV. Its lowest unoccupied orbital energy is 0.61 eV. Its HOMO-LUMO gap is 10.7 eV. The relative energy (zero: lowest compared OMol25 entry of this formula, charge and spin) is 143.7 kJ/mol.

Each line ends with the Mulliken charge.
CARTESIAN COORDINATES (ANGSTROEM)
1 N -2.15 1.18 1.90  -0.394
2 C -1.43 0.53 1.28  0.157
3 C -0.44 -0.28 0.54  0.263
4 O 0.72 -0.47 1.33  -0.550
5 C -0.09 0.31 -0.85  -0.699
6 N 1.10 -0.29 -1.42  -0.626
7 H -0.86 -1.29 0.39  0.216
8 H 1.04 0.39 1.62  0.364
9 H 0.06 1.40 -0.76  0.350
10 H -0.94 0.17 -1.53  0.366
11 H 1.80 -0.34 -0.68  0.290
12 H 0.91 -1.26 -1.68  0.264

The following is a quantum chemistry calculation of C17H15BClCrF4N4O2S as an isolated structure, from OMol25.

The molar mass comes out at 513.7 g mol⁻¹. The expectation value of S² is 6.022. Its total charge is -1. The value obtained for the calculated total energy is -91263.61973 eV. Its lowest unoccupied orbital energy (alpha / beta) is 2.74 / 2.73 eV. Its HOMO-LUMO gap (alpha / beta) is 7.7 / 7.7 eV. The multiplicity is 5. The relative energy (zero: lowest compared OMol25 entry of this formula, charge and spin) is 0.0 kJ/mol.

Each line ends with the Mulliken charge.
CARTESIAN COORDINATES (ANGSTROEM)
1 Cr -1.19 1.35 0.23  0.733
2 N 1.93 -4.94 3.55  -0.598
3 C 0.92 -4.29 2.83  1.172
4 C 0.53 -4.77 1.58  -0.725
5 C -0.43 -4.09 0.84  -0.205
6 C -1.01 -2.94 1.36  -0.342
7 C -0.62 -2.45 2.60  -0.475
8 C 0.35 -3.12 3.32  -0.878
9 S -2.24 -2.07 0.45  1.175
10 O -2.66 -2.91 -0.64  -0.709
11 O -3.21 -1.59 1.38  -0.769
12 N -1.48 -0.74 -0.11  -0.541
13 C -0.51 -0.79 -1.06  0.471
14 N 0.00 -1.90 -1.61  -0.383
15 C 0.93 -1.72 -2.53  -0.173
16 C 1.40 -0.47 -2.92  -0.995
17 C 0.84 0.63 -2.28  0.690
18 N -0.10 0.47 -1.36  0.191
19 H 2.00 -5.93 3.35  0.227
20 H 1.91 -4.76 4.54  0.239
21 H 0.98 -5.67 1.18  0.265
22 H -0.74 -4.44 -0.13  0.461
23 H -1.07 -1.54 2.98  0.551
24 H 0.66 -2.73 4.29  0.310
25 H 1.34 -2.62 -2.97  0.398
26 H 2.16 -0.35 -3.68  0.389
27 H 1.14 1.64 -2.51  -0.037
28 F 0.13 0.92 2.29  -0.393
29 B -0.93 1.42 3.09  0.759
30 F -2.00 1.69 2.11  -0.439
31 F -0.59 2.60 3.70  -0.364
32 F -1.37 0.46 3.98  -0.363
33 Cl 1.93 3.84 0.29  -0.236
34 C 1.08 3.96 -1.23  0.725
35 C 1.84 4.19 -2.37  -0.571
36 C 1.23 4.25 -3.61  -0.417
37 C -0.15 4.08 -3.68  -0.624
38 C -0.89 3.87 -2.54  -0.473
39 C -0.31 3.79 -1.26  0.842
40 C -1.10 3.45 -0.07  -2.218
41 H 2.91 4.31 -2.27  0.381
42 H 1.82 4.43 -4.50  0.351
43 H -0.65 4.12 -4.64  0.352
44 H -1.96 3.73 -2.62  0.357
45 H -2.14 3.78 -0.17  0.459
46 H -0.68 3.85 0.84  0.429

The following is a quantum chemistry calculation of one molecule with the formula C6H5NO in a non-equilibrium geometry, from OMol25.

The SMILES is C#CC(=C)[C@@H](O)C#N. The molar mass comes out at 107.1 g mol⁻¹. The value obtained for the calculated total energy is -9834.63229 eV. Its lowest unoccupied orbital energy is -0.03 eV. Its HOMO-LUMO gap is 9.8 eV. The relative energy (zero: lowest compared OMol25 entry of this formula, charge and spin) is 441.5 kJ/mol.

Each line ends with the Mulliken charge.
CARTESIAN COORDINATES (ANGSTROEM)
1 C 0.88 -1.10 -2.11  0.628
2 C 0.24 -0.99 -1.15  -1.143
3 C -0.39 -0.76 0.07  0.474
4 C -1.62 -1.31 0.45  -1.029
5 C 0.34 0.25 0.97  0.132
6 O 1.75 -0.03 0.54  -0.513
7 C -0.42 1.58 0.57  0.130
8 N -1.06 2.64 0.42  -0.451
9 H 1.63 -1.16 -2.97  0.390
10 H -1.95 -2.02 -0.12  0.436
11 H -2.15 -1.41 1.45  0.281
12 H 0.05 0.31 2.00  0.360
13 H 1.64 0.09 -0.45  0.305

The following is a quantum chemistry calculation of one molecule with the formula C8H11NS in a non-equilibrium geometry, from OMol25.

The molar mass comes out at 153.3 g mol⁻¹. The value obtained for the calculated total energy is -20793.18133 eV. Its lowest unoccupied orbital energy (alpha / beta) is -0.08 / 0.12 eV. Its HOMO-LUMO gap (alpha / beta) is 7.0 / 7.3 eV. The relative energy (zero: lowest compared OMol25 entry of this formula, charge and spin) is 561.6 kJ/mol.

Each line ends with the Mulliken charge.
CARTESIAN COORDINATES (ANGSTROEM)
1 C 2.88 1.28 -0.39  -0.508
2 C 3.43 -0.03 -0.46  -0.491
3 C 1.69 1.51 0.00  0.337
4 C 1.04 -0.68 0.43  -0.821
5 C -0.57 0.98 -0.63  -0.915
6 C -0.41 -0.46 -0.03  2.074
7 C -0.79 -1.55 -1.03  -1.788
8 C -1.24 -0.52 1.24  -1.727
9 N 0.48 1.89 -0.01  -0.309
10 S 2.30 -1.37 -0.38  -0.088
11 H 3.52 2.07 -0.79  0.332
12 H 4.45 -0.18 -0.49  0.529
13 H -0.46 0.85 -1.77  0.326
14 H -1.57 1.43 -0.39  0.374
15 H -0.75 -2.62 -0.57  0.337
16 H -0.05 -1.69 -1.83  0.473
17 H -1.80 -1.48 -1.53  0.335
18 H -2.31 -0.57 0.87  0.393
19 H -1.12 0.27 1.89  0.404
20 H -1.06 -1.45 1.74  0.423
21 H 0.14 2.16 0.87  0.308